1.
{"formula": "C47H60BCsN5O5", "method": "the ωB97M-V functional and the def2-TZVPD basis", "de_lowest_kj_mol": 20.2, "charge": -1, "e_tot_ev": -68631.012, "homo_lumo_gap_ha": 0.16517, "elements": ["Cs", "C", "C", "C", "C", "C", "C", "C", "C", "C", "H", "H", "H", "H", "H", "H", "H", "H", "H", "H", "H", "H", "O", "C", "C", "C", "C", "C", "C", "N", "H", "H", "H", "H", "H", "H", "H", "C", "C", "N", "C", "C", "N", "C", "O", "O", "C", "O", "O", "H", "H", "H", "H", "H", "C", "C", "C", "C", "C", "C", "C", "C", "C", "C", "C", "C", "N", "B", "N", "C", "C", "C", "C", "C", "C", "C", "C", "C", "C", "C", "C", "C", "C", "H", "H", "H", "H", "H", "H", "H", "H", "H", "H", "H", "H", "H", "H", "H", "H", "H", "H", "H", "H", "H", "H", "H", "H", "H", "H", "H", "H", "H", "H", "H", "H", "H", "H", "H", "H"], "coordinates": [[-0.0363, -0.0143, 0.0063], [2.0908, -1.3304, 3.0951], [2.8693, -0.4475, 2.1534], [2.6980, 0.9314, 2.1675], [3.3811, 1.7623, 1.2849], [3.1826, 3.2569, 1.3344], [4.2781, 1.1896, 0.3902], [4.4933, -0.1853, 0.3663], [5.5275, -0.7818, -0.5533], [3.7626, -0.9953, 1.2335], [1.1828, -0.8372, 3.4467], [2.6967, -1.6044, 3.9640], [1.7893, -2.2568, 2.6004], [1.9909, 1.3694, 2.8686], [3.9535, 3.7360, 1.9465], [2.2116, 3.5143, 1.7649], [3.2451, 3.7031, 0.3384], [4.8193, 1.8262, -0.3058], [6.4897, -0.8698, -0.0382], [5.6817, -0.1644, -1.4397], [5.2385, -1.7800, -0.8775], [3.8852, -2.0741, 1.1844], [-1.0104, 0.2106, -2.9753], [-1.8326, 1.3440, -3.0795], [-0.9455, 2.5628, -3.0372], [-1.1373, 3.6187, -3.9254], [-0.3188, 4.7274, -3.8374], [0.6727, 4.7524, -2.8767], [0.7928, 3.6508, -2.0390], [0.0077, 2.5857, -2.1110], [-1.5311, -0.6088, -2.9805], [-2.5457, 1.4046, -2.2455], [-2.4169, 1.3517, -4.0043], [-1.9159, 3.5494, -4.6740], [-0.4467, 5.5591, -4.5190], [1.3449, 5.5933, -2.7702], [1.5590, 3.6279, -1.2703], [-1.6805, 4.3951, 1.4684], [-2.1705, 3.1293, 2.0851], [-1.6840, 1.9348, 1.8364], [-2.4203, 1.0535, 2.6021], [-3.3718, 1.7422, 3.3024], [-3.1916, 3.0596, 2.9681], [-4.4756, 1.3922, 4.2337], [-4.6504, 0.1276, 4.4687], [-5.1420, 2.2887, 4.7181], [-2.1329, -0.4297, 2.6270], [-3.0080, -1.1528, 3.1887], [-1.0731, -0.7989, 2.0942], [-0.9691, 4.1389, 0.6850], [-1.1776, 5.0326, 2.1993], [-2.4962, 4.9686, 1.0239], [-3.7600, 3.7978, 3.3480], [-3.9498, -0.4432, 3.9152], [-3.7067, -4.3940, -1.4996], [-3.8408, -2.9022, -1.8094], [-3.2549, -2.0657, -0.6681], [-3.2883, -2.4683, -3.1607], [-4.1024, -1.6587, -3.9561], [-3.6865, -1.2001, -5.1971], [-2.4244, -1.5340, -5.6575], [-1.5690, -2.3194, -4.8889], [-0.1611, -2.6076, -5.3766], [0.6175, -1.3219, -5.6633], [-0.1649, -3.5340, -6.5922], [-2.0090, -2.8017, -3.6431], [-1.1167, -3.5947, -2.8786], [-0.1550, -3.0579, -1.8678], [0.6440, -4.3164, -1.7026], [0.1957, -5.3545, -2.5232], [-0.8534, -4.9196, -3.2460], [1.7783, -4.5027, -0.8533], [3.0732, -4.2666, -1.3635], [4.1734, -4.5259, -0.5444], [4.0266, -4.9757, 0.7539], [2.7529, -5.1770, 1.2525], [1.6133, -4.9571, 0.4764], [0.2767, -5.1878, 1.1867], [-0.4386, -3.8746, 1.5133], [-0.6742, -6.1897, 0.5314], [3.3918, -3.7482, -2.7682], [2.9234, -4.6469, -3.9124], [2.9527, -2.2981, -2.9989], [-4.3443, -4.6424, -0.6450], [-2.6791, -4.6538, -1.2456], [-4.0099, -5.0157, -2.3474], [-4.9107, -2.6857, -1.8621], [-2.1765, -2.2499, -0.6003], [-3.7170, -2.3273, 0.2888], [-3.4182, -0.9935, -0.8374], [-5.0899, -1.3964, -3.5882], [-4.3465, -0.5860, -5.8010], [-2.0832, -1.1651, -6.6205], [0.3499, -3.1157, -4.5627], [0.1835, -0.7663, -6.5028], [1.6531, -1.5641, -5.9262], [0.6237, -0.6703, -4.7867], [-0.6606, -3.0602, -7.4479], [-0.6845, -4.4708, -6.3743], [0.8613, -3.7750, -6.8887], [0.6497, -6.3367, -2.5230], [-1.4511, -5.4648, -3.9666], [5.1686, -4.3766, -0.9510], [4.8976, -5.1709, 1.3711], [2.6232, -5.5225, 2.2735], [0.5596, -5.6345, 2.1438], [-0.7261, -3.3470, 0.6015], [0.1985, -3.1931, 2.0816], [-1.3361, -4.0618, 2.1140], [-1.1428, -5.7871, -0.3639], [-1.4680, -6.4443, 1.2422], [-0.1575, -7.1146, 0.2523], [4.4852, -3.7564, -2.8123], [1.8400, -4.6312, -4.0231], [3.2230, -5.6885, -3.7537], [3.3697, -4.3023, -4.8528], [1.8653, -2.1999, -2.9612], [3.3155, -1.9480, -3.9754], [3.3528, -1.6331, -2.2297]]}



2.
{"formula": "C47H60BGeN6PS3W", "method": "the ωB97M-V functional and the def2-TZVPD basis", "de_lowest_kj_mol": 68.4, "charge": 0, "multiplicity": 3, "e_tot_ev": -159466.980, "homo_lumo_gap_ha": [0.23474, 0.20576], "elements": ["W", "C", "C", "C", "C", "N", "C", "C", "N", "B", "N", "C", "C", "N", "C", "S", "C", "C", "C", "C", "N", "C", "C", "N", "C", "S", "C", "C", "C", "C", "C", "S", "H", "H", "H", "H", "H", "H", "H", "H", "H", "H", "H", "H", "H", "H", "H", "H", "H", "H", "H", "H", "H", "H", "H", "H", "H", "H", "H", "H", "H", "H", "H", "H", "H", "H", "C", "C", "C", "C", "C", "C", "P", "C", "C", "C", "C", "C", "C", "C", "C", "C", "C", "C", "C", "C", "C", "C", "C", "H", "H", "H", "H", "H", "H", "H", "H", "H", "H", "H", "H", "H", "H", "H", "H", "C", "Ge", "C", "C", "C", "H", "H", "H", "H", "H", "H", "H", "H", "H", "H"], "coordinates": [[0.2723, 0.5054, 0.1025], [-5.5645, 0.4056, 0.2424], [-5.3740, 1.6901, -0.5686], [-6.7046, 2.0730, -1.2228], [-4.9352, 2.8467, 0.3373], [-4.3568, 1.4623, -1.6016], [-4.5789, 1.4878, -2.9578], [-3.3963, 1.2827, -3.5683], [-2.4249, 1.1290, -2.6127], [-0.9544, 0.9701, -3.0834], [-0.7142, -0.4965, -3.4556], [-0.6527, -0.9079, -4.7600], [-0.5546, -2.2517, -4.7870], [-0.5520, -2.6939, -3.4871], [-0.6407, -1.6007, -2.6854], [-0.7092, -1.6305, -0.9971], [-0.4733, -4.0931, -3.0544], [0.8084, -4.2935, -2.2433], [-1.7122, -4.4217, -2.2180], [-0.4366, -5.0115, -4.2763], [0.0262, 1.5867, -2.0353], [-0.1267, 2.9606, -1.8513], [1.0829, 3.5421, -1.7871], [2.0491, 2.5708, -1.9180], [1.4017, 1.3629, -2.0297], [2.1224, -0.1264, -2.4197], [3.4628, 2.8186, -2.2158], [3.8353, 4.2363, -1.7783], [3.6556, 2.6650, -3.7294], [4.3444, 1.8160, -1.4693], [-3.0264, 1.2142, -1.4078], [-2.3129, 1.0337, 0.1148], [-6.2867, 0.5807, 1.0359], [-4.6272, 0.0920, 0.6940], [-5.9259, -0.4003, -0.3945], [-7.4429, 2.2411, -0.4421], [-7.0770, 1.2760, -1.8618], [-6.6063, 2.9924, -1.7966], [-5.7628, 3.1518, 0.9738], [-4.6306, 3.7013, -0.2636], [-4.1008, 2.5484, 0.9639], [-5.5412, 1.6382, -3.3932], [-3.1574, 1.2412, -4.6087], [-0.8431, 1.6171, -4.0819], [-0.6845, -0.2113, -5.5683], [-0.5015, -2.9053, -5.6290], [0.7856, -3.6848, -1.3463], [1.6769, -4.0072, -2.8336], [0.9023, -5.3361, -1.9490], [-1.7497, -3.8000, -1.3298], [-1.6821, -5.4613, -1.9071], [-2.6157, -4.2485, -2.7983], [0.4459, -4.8167, -4.8802], [-1.3298, -4.8958, -4.8861], [-0.3925, -6.0442, -3.9399], [-1.1020, 3.4016, -1.8038], [1.3273, 4.5639, -1.6002], [3.3079, 4.9905, -2.3574], [4.8999, 4.3846, -1.9369], [3.6185, 4.3775, -0.7220], [3.0763, 3.4107, -4.2715], [3.3380, 1.6736, -4.0457], [4.7069, 2.7806, -3.9772], [3.9358, 1.6181, -0.4815], [5.3515, 2.2089, -1.3657], [4.3978, 0.8733, -2.0028], [2.3867, -4.8269, 2.2095], [1.6540, -4.4169, 3.3109], [0.9533, -3.2252, 3.2738], [1.0129, -2.4253, 2.1407], [1.7296, -2.8488, 1.0287], [2.4094, -4.0521, 1.0603], [0.2077, -0.8008, 2.0739], [-1.5067, -1.2581, 2.5042], [-2.3600, -0.3037, 3.0551], [-3.7047, -0.5824, 3.2112], [-4.2156, -1.8020, 2.7952], [-3.3805, -2.7399, 2.2128], [-2.0324, -2.4723, 2.0650], [0.7299, 0.2831, 3.4246], [0.6441, 0.0370, 4.7881], [0.9596, 1.0585, 5.6733], [1.1996, 2.3405, 5.2157], [1.2088, 2.6251, 3.8470], [1.1473, 3.9942, 3.3832], [0.4352, 4.4432, 2.3219], [-0.2414, 3.6585, 1.3213], [0.1915, 2.4317, 0.9995], [1.1170, 1.5431, 2.9612], [2.9436, -5.7514, 2.2529], [1.6412, -5.0157, 4.2098], [0.3758, -2.9064, 4.1301], [1.7664, -2.2149, 0.1484], [2.9780, -4.3683, 0.1986], [-1.9651, 0.6611, 3.3505], [-4.3639, 0.1551, 3.6471], [-5.2679, -2.0157, 2.9137], [-3.7870, -3.6794, 1.8657], [-1.3818, -3.2005, 1.5993], [0.3472, -0.9359, 5.1568], [0.9600, 0.8584, 6.7346], [1.3410, 3.1479, 5.9191], [1.5494, 4.7299, 4.0708], [0.3197, 5.5176, 2.2267], [-1.0859, 4.1177, 0.8195], [4.4430, 1.3636, 2.2758], [3.4122, -0.2981, 1.6356], [3.6677, -1.3485, 3.3651], [4.8442, -1.2719, 0.5445], [1.3534, 1.8018, 1.5271], [5.4066, 1.0190, 2.6376], [3.9186, 1.8158, 3.1114], [4.6241, 2.1338, 1.5327], [4.5536, -0.9627, 3.8589], [3.8240, -2.4017, 3.1599], [2.8311, -1.2536, 4.0468], [4.7781, -2.3353, 0.7492], [5.8162, -0.9149, 0.8702], [4.7506, -1.1169, -0.5236], [2.2894, 2.3258, 1.3198]]}